Formula: C60H150N10O20
Source: the OMol25 dataset
Level of theory: the ωB97M-V functional and the def2-TZVPD basis

Element x y z (Å)
C (1.9142, -0.4756, 4.0745)
O (1.5590, 0.4797, 3.1283)
C (2.4988, 1.0550, 2.2985)
C (1.7714, 1.6338, 1.0803)
N (1.4588, 0.5622, 0.1288)
C (0.7729, 1.0406, -1.0716)
C (0.4478, -0.1984, -1.9772)
O (-0.2220, -1.1704, -1.1389)
C (-1.6088, -1.2263, -1.3362)
H (1.0995, -0.5586, 4.7939)
H (2.8139, -0.1536, 4.5988)
H (1.9788, -1.4648, 3.6212)
H (3.1889, 0.3490, 1.8365)
H (3.0625, 1.7823, 2.8827)
H (2.3427, 2.4556, 0.6485)
H (0.8842, 2.2039, 1.3562)
H (0.9437, -0.2239, 0.4987)
H (1.3099, 1.7299, -1.7233)
H (-0.1920, 1.4946, -0.8458)
H (1.3521, -0.6156, -2.4202)
H (-0.1773, 0.1942, -2.7792)
H (-2.1525, -0.2878, -1.2277)
H (-1.9972, -1.9796, -0.6508)
H (-1.7407, -1.4952, -2.3843)
C (-9.0114, -2.5173, -1.5133)
O (-8.3297, -3.4871, -2.2557)
C (-9.1445, -4.6526, -2.2032)
C (-8.3956, -5.8240, -2.8464)
N (-6.9995, -5.7143, -2.3262)
C (-5.9609, -6.3735, -3.1749)
C (-4.5550, -6.2328, -2.5437)
O (-4.1757, -4.8362, -2.4060)
C (-2.8431, -4.7355, -1.8585)
H (-9.2619, -2.8106, -0.4938)
H (-9.9593, -2.1994, -1.9474)
H (-8.3290, -1.6696, -1.4515)
H (-10.0913, -4.5121, -2.7247)
H (-9.4496, -4.9231, -1.1923)
H (-8.3806, -5.6565, -3.9234)
H (-8.9392, -6.7551, -2.6859)
H (-6.8718, -4.7165, -2.2362)
H (-5.9369, -5.9025, -4.1576)
H (-6.2172, -7.4246, -3.3078)
H (-3.8096, -6.6372, -3.2284)
H (-4.6414, -6.8743, -1.6667)
H (-2.1298, -5.3230, -2.4366)
H (-2.9941, -5.1140, -0.8476)
H (-2.3886, -3.7465, -1.9172)
C (-0.5601, -4.0503, -4.8732)
O (0.1161, -3.0810, -5.6878)
C (0.2704, -1.8703, -4.8925)
C (0.5428, -0.6470, -5.8572)
N (-0.6830, -0.0412, -6.4621)
C (-1.4074, -1.0493, -7.2372)
C (-2.6115, -0.4740, -8.0150)
O (-2.2137, 0.5740, -8.9105)
C (-1.5913, 0.1328, -10.1535)
H (-0.4547, -5.0061, -5.3866)
H (-1.6296, -3.8592, -4.9608)
H (-0.2867, -4.0488, -3.8180)
H (1.1730, -2.0173, -4.2993)
H (-0.6440, -1.7001, -4.3241)
H (1.2379, -0.8924, -6.6601)
H (1.0428, 0.1318, -5.2815)
H (-1.2289, 0.3527, -5.7091)
H (-1.8558, -1.7347, -6.5180)
H (-0.8007, -1.6754, -7.8915)
H (-3.3157, -0.0028, -7.3293)
H (-3.1539, -1.2588, -8.5422)
H (-0.6550, -0.4150, -10.0465)
H (-1.3835, 1.0786, -10.6539)
H (-2.3059, -0.4916, -10.6898)
C (-5.1278, -1.6767, -2.6800)
O (-4.4735, -0.4548, -3.0161)
C (-4.4124, -0.2864, -4.4492)
C (-3.7748, 1.1196, -4.6609)
N (-2.4127, 1.1517, -4.1272)
C (-1.8217, 2.4828, -4.1117)
C (-2.3249, 3.4110, -3.0327)
O (-2.0415, 2.8386, -1.7730)
C (-2.5268, 3.5277, -0.6560)
H (-6.1717, -1.5697, -2.9747)
H (-5.0038, -1.8127, -1.6056)
H (-4.6247, -2.5348, -3.1257)
H (-5.3033, -0.3075, -5.0768)
H (-3.7451, -1.0850, -4.7733)
H (-4.4184, 1.9161, -4.2875)
H (-3.6145, 1.3873, -5.7053)
H (-2.5670, 0.8925, -3.1633)
H (-1.9115, 2.8936, -5.1173)
H (-0.7407, 2.4164, -3.9889)
H (-3.3937, 3.5955, -3.1404)
H (-1.7905, 4.3490, -3.1833)
H (-2.2910, 4.5899, -0.7209)
H (-2.2127, 3.0576, 0.2759)
H (-3.6157, 3.5010, -0.6153)
C (6.4907, -5.1185, 3.9067)
O (5.3562, -4.2508, 3.6233)
C (5.6444, -3.0921, 2.8146)
C (4.3374, -2.5752, 2.2238)
N (4.0235, -3.2399, 1.0029)
C (2.7107, -2.9152, 0.4357)
C (2.4936, -3.5495, -0.9224)
O (2.0916, -4.9290, -0.8364)
C (1.5176, -5.4551, -2.0349)
H (6.8086, -5.5919, 2.9778)
H (6.2423, -5.9426, 4.5754)
H (7.3103, -4.5567, 4.3549)
H (6.4439, -3.3516, 2.1206)
H (6.0035, -2.2715, 3.4358)
H (4.4354, -1.5013, 2.0646)
H (3.5937, -2.7408, 3.0033)
H (3.9085, -4.2331, 1.1461)
H (2.6700, -1.8407, 0.2571)
H (1.8377, -3.1881, 1.0286)
H (3.3525, -3.5178, -1.5927)
H (1.7230, -2.9998, -1.4630)
H (2.0990, -5.1344, -2.8993)
H (0.5116, -5.0358, -2.0176)
H (1.4989, -6.5446, -2.0072)
C (9.4082, 5.0369, 2.5305)
O (8.7280, 4.1524, 3.3733)
C (7.4613, 4.6891, 3.8380)
C (6.5851, 3.6664, 4.6020)
N (6.0605, 2.6277, 3.6365)
C (5.2780, 1.5172, 4.1958)
C (6.0128, 0.4188, 4.9893)
O (5.0709, -0.4750, 5.4957)
C (5.4990, -1.3035, 6.6192)
H (10.1847, 4.4871, 1.9987)
H (9.8152, 5.8536, 3.1267)
H (8.8277, 5.4624, 1.7120)
H (6.9103, 5.0029, 2.9515)
H (7.6190, 5.5956, 4.4223)
H (5.7072, 4.1951, 4.9732)
H (7.0722, 3.2732, 5.4943)
H (6.9136, 2.2218, 3.2792)
H (4.8271, 0.9806, 3.3610)
H (4.4544, 1.9235, 4.7829)
H (6.4511, 0.9155, 5.8548)
H (6.7336, -0.0453, 4.3161)
H (4.6484, -1.9420, 6.8583)
H (5.8960, -0.7382, 7.4623)
H (6.2706, -2.0019, 6.2953)
C (1.6026, 8.0154, -6.8725)
O (1.8724, 6.6802, -6.5499)
C (1.4118, 6.2001, -5.3061)
C (1.2978, 4.7147, -5.2261)
N (2.6251, 4.1428, -5.0751)
C (2.5202, 2.6565, -4.8839)
C (3.5014, 2.1332, -3.8049)
O (3.1895, 0.7854, -3.6257)
C (4.0041, 0.2674, -2.5202)
H (1.9477, 8.3011, -7.8662)
H (2.0822, 8.6991, -6.1721)
H (0.5483, 8.2793, -6.7885)
H (0.4078, 6.5912, -5.1413)
H (2.0834, 6.6556, -4.5784)
H (0.8233, 4.3157, -6.1226)
H (0.6573, 4.3058, -4.4447)
H (3.1399, 4.3931, -5.9072)
H (2.6399, 2.1080, -5.8182)
H (1.4859, 2.3771, -4.6834)
H (3.5277, 2.6993, -2.8739)
H (4.4182, 2.2462, -4.3836)
H (5.0428, 0.3204, -2.8462)
H (3.8658, -0.7747, -2.2321)
H (3.9460, 0.8836, -1.6230)
C (-2.4827, 7.6253, 1.5470)
O (-1.4358, 6.6857, 1.7973)
C (-0.8049, 6.9302, 3.0179)
C (0.2942, 5.8845, 3.2640)
N (1.5390, 6.1430, 2.5285)
C (2.6148, 5.2598, 2.9966)
C (3.8122, 5.4134, 2.0718)
O (3.4986, 4.8151, 0.8039)
C (4.6483, 4.7409, 0.0507)
H (-3.2796, 7.5093, 2.2816)
H (-2.8579, 7.5575, 0.5259)
H (-2.1863, 8.6722, 1.6120)
H (-1.5396, 6.7391, 3.8000)
H (-0.5040, 7.9686, 3.1566)
H (-0.1454, 4.9091, 3.0556)
H (0.6064, 5.9241, 4.3076)
H (1.4902, 5.9232, 1.5439)
H (2.2815, 4.2221, 3.0109)
H (2.8350, 5.4481, 4.0474)
H (4.6366, 4.8240, 2.4732)
H (4.1482, 6.4447, 1.9646)
H (5.2584, 3.9992, 0.5663)
H (5.0983, 5.6925, -0.2323)
H (4.3590, 4.3441, -0.9224)
C (-0.6169, -4.1652, 1.4935)
O (-1.8969, -4.6815, 1.8020)
C (-2.6181, -3.9946, 2.8672)
C (-3.6528, -4.8518, 3.5917)
N (-2.9833, -5.7696, 4.5079)
C (-3.8817, -6.8721, 4.9133)
C (-5.0377, -6.4491, 5.7787)
O (-5.7804, -7.5979, 6.1795)
C (-7.0650, -7.3325, 6.7122)
H (-0.1202, -4.7849, 0.7469)
H (0.0064, -4.0946, 2.3849)
H (-0.6185, -3.1513, 1.0933)
H (-3.1046, -3.0826, 2.5214)
H (-1.9042, -3.6851, 3.6304)
H (-4.1388, -5.4964, 2.8593)
H (-4.3793, -4.1645, 4.0252)
H (-2.2951, -6.2289, 3.9287)
H (-3.3707, -7.6518, 5.4781)
H (-4.2434, -7.4118, 4.0380)
H (-5.6789, -5.7349, 5.2621)
H (-4.6336, -5.8971, 6.6273)
H (-6.8997, -6.8167, 7.6581)
H (-7.5855, -8.2793, 6.8559)
H (-7.6378, -6.7359, 6.0022)
C (2.4762, 4.2672, 6.7276)
O (1.4258, 3.3174, 6.9180)
C (0.6844, 3.0637, 5.7314)
C (-0.4575, 2.0207, 5.9663)
N (-1.2055, 1.8319, 4.7112)
C (-2.3455, 0.9018, 5.0489)
C (-3.2711, 0.6037, 3.8361)
O (-2.7656, -0.3061, 2.9143)
C (-1.6778, 0.1488, 2.0457)
H (2.0863, 5.2016, 6.3238)
H (3.2940, 3.9587, 6.0765)
H (2.8845, 4.5004, 7.7110)
H (1.3458, 2.5959, 5.0021)
H (0.3086, 4.0133, 5.3503)
H (-1.1002, 2.3369, 6.7879)
H (0.0734, 1.1265, 6.2927)
H (-0.6950, 1.3081, 4.0148)
H (-2.8538, 1.3263, 5.9147)
H (-2.0042, -0.0739, 5.3945)
H (-3.6636, 1.4574, 3.2836)
H (-4.1482, 0.0238, 4.1233)
H (-0.7799, 0.2907, 2.6472)
H (-1.8637, 1.1038, 1.5542)
H (-1.4505, -0.5491, 1.2399)

Forces on the atoms, in the same order (eV/Å):
C 0.16 -0.13 0.38
O -2.06 -0.04 -0.19
C 0.11 0.67 -0.95
C -0.26 -0.01 0.41
N 0.91 1.22 -1.09
C -0.49 -1.91 -0.45
C -0.09 1.09 1.66
O 0.85 0.50 -0.52
C 0.09 -0.16 -0.65
H -0.08 0.24 0.08
H 0.20 -0.49 0.10
H 0.52 -0.09 -0.04
H 0.31 -0.43 0.35
H 0.07 0.36 -0.37
H 0.64 -0.45 -0.49
H -0.59 -0.18 0.60
H -0.14 0.24 0.41
H 0.54 0.22 0.44
H -0.19 0.31 0.12
H 0.02 -0.22 0.30
H -0.40 -0.35 -0.20
H 0.16 0.33 0.45
H -0.15 0.06 -0.17
H -0.63 -0.45 -0.16
C 0.49 1.41 0.36
O -1.37 -0.68 0.42
C -0.09 -1.30 -0.70
C 1.19 1.32 0.05
N -0.41 -1.71 -0.33
C -0.24 1.75 0.64
C -0.84 0.30 -1.15
O 0.07 -0.48 -0.03
C -0.99 -0.73 -0.04
H 0.26 -0.42 0.16
H -0.03 -0.02 -0.46
H -0.22 0.21 0.03
H -0.09 0.33 -0.31
H 0.46 0.23 0.43
H -0.10 -0.01 -0.41
H 0.39 -0.16 0.39
H 0.71 -0.11 -0.09
H -0.05 0.00 -0.43
H 0.14 -0.03 0.15
H -0.02 -0.53 -0.03
H 0.71 0.68 0.78
H -0.06 -0.69 0.02
H 1.06 0.23 0.26
H -0.89 0.34 0.26
C -0.86 -0.15 -1.24
O 0.09 1.24 1.34
C -0.06 -0.76 -2.32
C 0.33 1.18 -0.16
N 1.15 -4.37 0.70
C -1.18 0.94 -1.23
C 0.59 1.19 -0.47
O 0.47 -1.08 0.08
C -0.74 0.64 0.81
H 0.50 -0.10 0.43
H -0.33 0.21 0.39
H 0.38 -0.10 -0.20
H -0.12 0.46 0.31
H 0.14 0.15 0.35
H -0.18 -0.46 -0.01
H -0.11 0.02 0.26
H -1.11 1.43 0.68
H 0.08 -0.22 0.56
H 0.54 0.45 0.28
H 0.05 -0.03 0.09
H 0.15 -0.27 -0.02
H 0.07 -0.03 0.40
H -0.08 -0.32 -0.29
H 0.04 0.11 -0.26
C 0.35 0.38 0.35
O -0.57 0.28 -1.34
C 1.58 1.51 0.86
C 0.41 -0.55 -0.91
N -0.22 -0.35 0.51
C 0.42 -0.17 -0.30
C -0.11 0.14 0.05
O 0.53 -0.80 -0.59
C -1.03 0.62 0.03
H -0.10 -0.55 0.13
H -0.34 0.14 0.02
H -0.20 -0.10 -0.38
H -0.70 -0.32 0.73
H 0.23 -0.06 -0.58
H -0.19 -0.14 0.46
H -0.60 -0.35 -0.46
H 0.61 -0.42 0.51
H -0.39 0.43 -0.01
H 0.21 -0.36 0.30
H -0.24 0.11 0.06
H -0.03 0.39 0.26
H 0.49 0.07 0.35
H 0.54 0.12 -0.27
H -0.37 -0.16 -0.19
C -0.58 0.78 -0.71
O 0.44 -0.56 0.30
C -0.02 -0.35 0.95
C 0.77 -0.52 0.51
N -1.33 -0.78 -1.35
C 0.49 0.51 -0.87
C -0.40 -0.84 -0.91
O 0.49 -0.25 0.46
C 0.31 0.95 1.10
H 0.28 0.13 -0.16
H -0.59 0.39 0.11
H 0.11 0.09 -0.05
H -0.25 0.14 -0.53
H 0.34 -0.06 0.43
H -0.07 0.07 -0.16
H -0.22 0.15 0.24
H 0.80 -0.39 0.44
H -0.07 0.22 0.12
H -0.02 -0.03 0.50
H 0.56 0.20 0.26
H -0.52 0.22 0.14
H -0.10 0.06 -0.28
H -0.35 -0.23 -0.73
H 0.00 0.13 0.25
C 0.40 0.13 -0.23
O -1.49 -0.43 0.59
C 0.20 -0.59 -0.39
C -0.43 -0.15 -0.98
N 1.09 0.22 1.01
C -0.12 -0.34 -0.23
C -0.23 1.50 0.68
O -0.44 -1.09 0.80
C -0.10 -0.03 -1.56
H 0.27 -0.05 0.47
H 0.29 0.17 -0.14
H -0.68 0.08 0.12
H -0.24 -0.01 -0.15
H 0.19 -0.02 0.36
H -0.05 0.29 -0.01
H 0.36 -0.22 -0.09
H 0.17 -0.14 -0.60
H -0.04 0.21 -0.10
H -0.02 0.00 0.21
H 0.87 -0.05 -0.04
H 0.40 -0.22 0.21
H -0.07 0.42 0.29
H -0.32 0.26 0.01
H 0.30 0.06 -0.15
C -0.17 0.79 0.84
O 0.26 -1.20 -1.39
C -0.97 1.78 0.18
C 0.88 -0.60 -0.52
N -0.32 -1.67 0.60
C -0.10 1.03 0.12
C -0.74 0.52 -2.35
O 0.34 -1.42 1.90
C 0.76 0.45 -0.79
H 0.08 -0.61 0.00
H 0.37 0.07 0.21
H -0.39 -0.33 -0.16
H -0.28 0.33 0.15
H -0.10 -0.47 0.65
H -0.25 0.24 -0.60
H 0.09 0.74 0.55
H 0.30 -0.25 -0.05
H 0.76 -0.09 -0.22
H -0.25 0.32 0.76
H -0.21 0.15 -0.08
H 0.88 -0.06 0.76
H 0.22 0.04 -0.07
H -0.83 0.06 -0.46
H -0.49 0.11 0.00
C 0.18 0.08 0.11
O -0.38 0.80 -1.31
C 0.01 -0.99 1.16
C 0.37 1.19 -0.78
N 0.29 -0.37 0.37
C -0.36 0.51 -0.41
C -0.18 -1.18 0.49
O -1.23 1.36 1.04
C -0.06 -1.07 -1.31
H -0.26 -0.23 -0.05
H 0.01 -0.68 0.10
H 0.62 0.10 0.28
H -0.30 0.06 0.41
H 0.46 0.09 -0.34
H -0.02 -0.33 0.05
H -0.37 0.01 0.17
H -0.66 0.20 -0.26
H 0.08 -0.52 -0.29
H 0.35 0.47 -0.03
H 0.27 0.00 0.27
H -0.22 0.19 -0.12
H 1.01 0.32 -0.31
H 0.38 0.24 0.74
H -0.03 -0.38 -0.08
C -0.07 0.30 0.39
O -0.81 0.03 0.50
C 0.58 0.13 0.01
C 0.88 -0.56 -1.25
N -0.60 -0.37 0.88
C 0.14 -0.49 -0.11
C -0.49 0.24 0.24
O 0.54 -0.15 -0.62
C 0.81 0.16 -0.18
H -0.20 -0.27 0.15
H 0.17 -0.27 0.23
H -0.44 0.34 -0.21
H 0.08 0.05 -0.48
H 0.28 0.11 0.07
H -0.66 0.32 -0.49
H 0.08 -0.26 0.40
H 0.47 0.08 0.06
H 0.54 0.27 0.10
H -0.42 0.04 -0.34
H -0.32 -0.01 -0.25
H 0.02 -0.05 0.44
H -0.60 0.15 0.18
H 0.21 0.03 0.11
H -0.19 0.26 0.11
C -0.70 0.05 0.52
O 0.39 0.03 -0.11
C -0.31 -0.50 0.36
C 1.74 1.01 -0.64
N -1.59 -0.97 1.23
C 0.01 0.57 -1.12
C -0.53 0.02 0.63
O 2.06 -0.67 -2.31
C -0.32 0.09 1.15
H -0.20 0.16 -0.13
H -0.03 -0.52 -0.18
H -0.01 -0.18 -0.01
H 0.19 0.16 -0.45
H -0.23 -0.07 -0.19
H -0.21 0.10 -0.24
H -0.16 -0.40 0.17
H 0.84 0.41 0.24
H -0.46 0.16 -0.31
H 0.34 -0.27 0.01
H 0.29 0.65 0.31
H -0.20 0.42 0.85
H 0.15 -0.26 -0.31
H -0.53 0.28 0.12
H -0.37 -0.44 0.39

Energy above the lowest of the compared OMol25 structures with the same formula, charge and spin   0.00 kcal per mole
DFT total energy   -120479.570 eV
2S+1   2
Charge   +1
Frontier orbital gap (alpha / beta)   8.4 / 3.3 eV

Löwdin atomic charge list, values in e, 2 entries:
1 C -0.07
2 O -0.21